No. 1
Below is a cluster of 2 separate species, C5H10O in total, with properties calculated with wB97M-V/def2-TZVPD.

```
16
Properties=species:S:1:pos:R:3
C -1.20795 -0.27003 1.56113
C -0.21047 -0.51008 0.43281
C -0.74265 -0.32657 -1.01690
C 0.05892 0.99288 -1.17164
C 0.67864 0.71378 0.19738
O 1.52968 1.25109 0.85520
H -0.68649 -0.22751 2.52246
H -1.72969 0.68466 1.42132
H -1.96016 -1.06405 1.60435
H 0.35275 -1.43572 0.60255
H -0.41545 -1.11288 -1.70246
H -1.82875 -0.22268 -1.09374
H 0.77295 1.05347 -1.99872
H -0.54888 1.90416 -1.17052
H 3.00964 -0.93914 -0.75558
H 2.99171 -0.41836 -0.22525
```

Molecular weight = 86.1 Da
ΔE to the lowest compared entry with this formula, charge and spin = 165.7 kJ/mol
Strongest force on any atom = 0.574 eV/Å
Highest occupied orbital energy = -9.4 eV
HOMO-LUMO gap = 10.49 eV
SMILES = C[C@H]1CCC1=O.[H][H]
Total charge = 0



No. 2
Below is a cluster of 7 separate species, C63H133N7O7 in total, with properties calculated with wB97M-V/def2-TZVPD.

```
210
Properties=species:S:1:pos:R:3
C 2.81665 -5.93495 -1.60670
C 4.24693 -5.59505 -1.10196
C 4.27021 -5.82937 0.41169
C 4.45565 -7.29846 0.86290
C 5.61274 -7.94922 0.11959
C 5.65089 -7.77254 -1.38737
N 5.28868 -6.40428 -1.76083
O 5.45072 -6.11574 -3.11506
C 7.07843 -8.12790 -1.82396
C 4.66698 -8.71772 -2.09209
C 4.58209 -4.09669 -1.27407
H 2.85749 -6.14576 -2.67444
H 2.22786 -5.04417 -1.37825
H 2.37657 -6.75031 -1.03619
H 5.10698 -5.30454 0.88517
H 3.39923 -5.47133 0.96579
H 3.49696 -7.80659 0.70450
H 4.57944 -7.32862 1.94617
H 5.62295 -9.01698 0.35850
H 6.54460 -7.59317 0.56731
H 7.91544 -7.60127 -1.37092
H 7.20860 -9.20281 -1.68225
H 7.13784 -7.94753 -2.90076
H 3.63351 -8.46392 -1.85723
H 4.75860 -8.59052 -3.17269
H 4.84161 -9.76220 -1.82740
H 5.63641 -3.86246 -1.14226
H 3.90771 -3.48347 -0.68125
H 4.44045 -3.86320 -2.33612
H 4.61342 -6.33865 -3.56098
C 5.88819 1.75297 -3.13183
C 6.59604 2.56054 -2.01305
C 6.48608 4.06987 -2.29133
C 5.14711 4.58631 -1.75015
C 5.05992 4.28856 -0.25727
C 5.08429 2.77070 0.07485
N 6.29760 2.25927 -0.59087
O 6.31897 0.82090 -0.43623
C 5.26274 2.54061 1.58124
C 3.84838 2.04053 -0.41172
C 8.09114 2.19603 -2.14933
H 5.06338 1.17880 -2.70425
H 6.57908 1.02019 -3.54527
H 5.47194 2.31531 -3.96724
H 7.35562 4.63061 -1.95273
H 6.39350 4.21734 -3.37019
H 4.29274 4.10208 -2.22533
H 5.10869 5.66352 -1.92094
H 4.05273 4.65011 -0.00305
H 5.69127 4.91975 0.36814
H 4.37397 2.84901 2.13863
H 5.41525 1.49315 1.83493
H 6.08871 3.14019 1.96694
H 3.61945 2.16594 -1.47627
H 3.87177 0.96182 -0.26883
H 2.90100 2.40222 0.00441
H 8.30311 1.14083 -1.95850
H 8.76830 2.73400 -1.48050
H 8.45024 2.37441 -3.16634
H 7.18569 0.73386 -0.02395
C 1.58236 3.38585 4.82633
C 0.36902 4.24749 5.21803
C -0.81724 3.55593 4.53547
C -2.18631 4.03717 5.02615
C -2.17013 3.73336 6.51751
C -1.04892 4.42206 7.33826
N 0.25085 4.17200 6.69060
O 1.25987 4.98296 7.27721
C -1.40396 5.90174 7.42312
C -0.98551 3.77847 8.71597
C 0.57974 5.66403 4.60334
H 1.51639 2.34438 5.15959
H 2.52778 3.76536 5.22044
H 1.71696 3.24285 3.74924
H -0.68930 3.70471 3.46233
H -0.79070 2.49421 4.79343
H -3.06288 3.58951 4.55903
H -2.31451 5.09269 4.76428
H -2.11731 2.65901 6.72090
H -3.14011 4.03879 6.92321
H -2.28840 6.12535 8.02082
H -0.53959 6.40981 7.85936
H -1.58316 6.37101 6.45524
H -0.58808 2.76484 8.64377
H -0.40669 4.39635 9.40334
H -1.96761 3.63015 9.17453
H 0.73441 5.48318 3.53639
H 1.43657 6.21393 4.97523
H -0.39396 6.14956 4.66154
H 1.82395 4.32824 7.70287
C -4.35410 -5.08201 -3.76876
C -3.79099 -6.13838 -2.80348
C -2.24871 -6.02025 -2.75183
C -1.57654 -6.46311 -1.45544
C -2.35720 -5.97874 -0.26875
C -3.81653 -6.43359 -0.21885
N -4.39031 -5.95511 -1.47123
O -5.80305 -5.93354 -1.48916
C -4.01982 -7.96412 -0.03713
C -4.42430 -5.69650 0.98542
C -4.17037 -7.51654 -3.39412
H -4.06161 -4.10780 -3.34902
H -5.43889 -5.06147 -3.81424
H -3.80249 -5.08695 -4.70706
H -1.85898 -6.67437 -3.53881
H -1.92118 -5.03814 -3.10645
H -0.56659 -6.04525 -1.44933
H -1.47454 -7.54939 -1.52769
H -2.33967 -4.88349 -0.34525
H -1.82579 -6.06469 0.68472
H -3.49560 -8.25629 0.87601
H -5.06738 -8.24964 -0.03470
H -3.48899 -8.47699 -0.83951
H -4.60684 -4.67345 0.64069
H -5.38328 -6.15518 1.22010
H -3.74369 -5.60244 1.82737
H -3.63896 -8.35624 -2.93814
H -3.90905 -7.64352 -4.44938
H -5.24470 -7.68543 -3.31191
H -5.99416 -5.00061 -1.63704
C -4.63282 4.95155 0.22890
C -5.58295 4.53344 1.35257
C -6.99388 4.44967 0.78834
C -8.04225 3.58932 1.55837
C -7.41030 2.27936 1.99121
C -6.08628 2.47764 2.72131
N -5.19253 3.20713 1.82680
O -3.87194 3.18114 2.31899
C -6.29799 3.05867 4.13864
C -5.49993 1.06071 2.98524
C -5.56519 5.59936 2.46600
H -4.47322 4.14803 -0.49623
H -3.61921 5.17787 0.56089
H -5.08553 5.77988 -0.31688
H -7.39162 5.46542 0.74203
H -6.90419 4.07196 -0.23451
H -8.92567 3.44943 0.94024
H -8.29778 4.15790 2.45631
H -7.17820 1.67428 1.10765
H -8.18297 1.73573 2.54152
H -7.17237 3.68361 4.32629
H -6.30176 2.23640 4.85301
H -5.46026 3.70683 4.40967
H -4.65697 1.12778 3.67259
H -6.31523 0.45192 3.37579
H -5.12209 0.51616 2.11480
H -5.72654 6.60211 2.05629
H -4.63168 5.57950 3.02981
H -6.39342 5.56375 3.17847
H -3.42507 2.52247 1.77481
C -1.14149 2.97064 -6.39355
C -0.37957 2.18320 -5.34523
C 0.95491 1.59368 -5.76430
C 2.03879 2.65779 -5.84608
C 2.19893 3.43374 -4.56158
C 0.85714 3.94470 -3.95967
N -0.17176 2.88145 -4.06694
O -1.36247 3.12501 -3.33313
C 1.12323 4.21371 -2.47325
C 0.43583 5.23366 -4.64667
C -1.25673 0.92940 -5.05408
H -0.64900 3.85942 -6.79319
H -2.16145 3.26708 -6.15310
H -1.21768 2.34151 -7.28949
H 1.35375 0.96360 -4.95910
H 0.89223 0.99299 -6.67020
H 1.72422 3.32760 -6.66031
H 2.98751 2.22875 -6.17646
H 2.86225 4.29267 -4.67096
H 2.66275 2.76094 -3.83140
H 1.44054 3.30767 -1.94878
H 1.88471 4.97531 -2.30327
H 0.21792 4.55191 -1.96268
H 0.42230 5.10842 -5.73060
H -0.58367 5.60128 -4.48642
H 1.05351 6.08872 -4.36200
H -2.26348 1.24609 -4.78130
H -0.86900 0.42544 -4.16303
H -1.27227 0.17416 -5.83749
H -1.13755 2.73127 -2.48258
C 0.26597 -2.43968 -0.47421
C -0.97580 -1.47534 -0.59717
C -2.03203 -1.94558 0.42691
C -1.89864 -1.40022 1.80902
C -1.73528 0.12802 1.75615
C -0.54830 0.57684 0.90185
N -0.62975 -0.07350 -0.42686
O 0.43243 0.34592 -1.24317
C -0.77648 2.07308 0.63081
C 0.76732 0.29270 1.63854
C -1.59810 -1.72417 -1.96707
H 1.07845 -1.93326 -0.99644
H 0.11941 -3.43837 -0.88808
H 0.52032 -2.60466 0.57483
H -3.00280 -1.63057 0.03278
H -1.91509 -3.01712 0.60467
H -1.00250 -1.79741 2.30297
H -2.70349 -1.70866 2.47926
H -1.54901 0.40119 2.79666
H -2.64392 0.56544 1.33466
H -0.77916 2.66911 1.54414
H -0.02341 2.51538 -0.02389
H -1.73681 2.13572 0.11393
H 1.61694 0.65109 1.05047
H 0.84497 0.71995 2.63845
H 0.99161 -0.77385 1.70941
H -1.94176 -2.75923 -1.97328
H -0.89964 -1.49091 -2.77110
H -2.48532 -1.09838 -2.09944
H 0.05355 0.73389 -2.04436
```

Molecular weight = 1100.8 Da
ΔE to the lowest compared entry with this formula, charge and spin = 195.1 kJ/mol
Strongest force on any atom = 2.128 eV/Å
Highest occupied orbital energy = -8.0 eV
HOMO-LUMO gap = 8.47 eV
SMILES = CC1(C)CCCC(C)(C)N1O.CC1(C)CCCC(C)(C)N1O.CC1(C)CCCC(C)(C)N1O.CC1(C)CCCC(C)(C)N1O.CC1(C)CCCC(C)(C)N1O.CC1(C)CCCC(C)(C)N1O.CC1(C)CCCC(C)(C)N1O
Total charge = 0



No. 3
Below is a structure of composition C49H53IIrN4O4Se, with properties calculated with wB97M-V/def2-TZVPD.

```
113
Properties=species:S:1:pos:R:3
Ir 0.12375 0.53224 0.97273
C 1.79538 5.43334 -2.24836
C 1.07719 4.14754 -2.61331
C 0.78768 4.05952 -4.09672
O 1.85174 3.00776 -2.24187
C 1.25278 2.29046 -1.19250
C -0.07386 3.03398 -0.89048
O -0.12402 4.06492 -1.85353
C -1.41059 2.22472 -0.98505
O -1.42527 1.16337 -0.03360
C -2.61031 3.10293 -0.61646
C -3.86905 2.50341 -0.66566
C -5.00297 3.19791 -0.28808
C -4.89697 4.51352 0.14806
C -3.65300 5.11630 0.19993
C -2.51204 4.41594 -0.17819
C -1.62094 1.60908 -2.36816
C -1.49755 0.23622 -2.55889
C -1.70046 -0.33790 -3.80655
C -2.04695 0.46182 -4.88555
C -2.21076 1.82615 -4.69639
C -2.00645 2.39500 -3.44781
C 2.31067 2.16868 -0.03876
O 1.71666 1.61622 1.14413
C 3.42000 1.18870 -0.42379
C 4.31133 0.81037 0.58110
C 5.31789 -0.10520 0.32967
C 5.45544 -0.65800 -0.93913
C 4.58344 -0.27819 -1.94470
C 3.57044 0.64336 -1.69173
C 2.88235 3.52896 0.33309
C 4.02672 4.01352 -0.29215
C 4.51995 5.26966 0.02051
C 3.87230 6.05997 0.95961
C 2.73801 5.57872 1.59632
C 2.25053 4.31551 1.29061
H 2.77053 5.47123 -2.73259
H 1.93196 5.49729 -1.17035
H 1.20105 6.28362 -2.58243
H 1.71721 4.19562 -4.64873
H 0.08770 4.84077 -4.39262
H 0.37015 3.08706 -4.34424
H 1.02615 1.27131 -1.53982
H -0.03821 3.46516 0.11732
H -3.95414 1.47957 -1.01057
H -5.97176 2.71809 -0.33598
H -5.78126 5.06342 0.44139
H -3.56038 6.14194 0.53191
H -1.56004 4.92467 -0.14661
H -1.32778 -0.38719 -1.68946
H -1.61929 -1.41159 -3.93262
H -2.21577 0.02259 -5.85939
H -2.50738 2.45337 -5.52677
H -2.14885 3.45774 -3.30616
H 4.20693 1.24480 1.56747
H 6.00422 -0.38117 1.11997
H 6.24635 -1.36797 -1.14250
H 4.69613 -0.68537 -2.94176
H 2.92719 0.95069 -2.50568
H 4.52935 3.40895 -1.03553
H 5.41097 5.63396 -0.47360
H 4.25656 7.04179 1.20186
H 2.23670 6.18121 2.34232
H 1.38825 3.93180 1.82014
I 4.10436 -4.31806 -0.01616
C 2.62177 -2.93577 -0.34557
C 1.85983 -2.77047 -1.48159
N 1.02607 -1.74479 -1.24155
N 1.21274 -1.23163 -0.01536
C 2.18132 -1.94387 0.53835
H 1.86661 -3.29063 -2.42376
H 0.40934 -1.27924 -1.89174
H 2.54153 -1.69898 1.52362
C -1.62886 -4.10444 4.93164
C -0.18075 -3.99124 5.39779
C 0.85943 -4.47948 4.38924
C 1.16191 -3.53239 3.23349
N 0.10070 -3.45006 2.22966
C -0.74515 -2.42976 2.01772
Se -0.72741 -0.78372 2.94112
N -1.54109 -2.72671 0.97826
C -2.66061 -1.91461 0.48735
C -3.94837 -2.06858 1.28409
C -4.61498 -3.44595 1.22380
C -4.10065 -4.45040 2.25068
C -1.17328 -3.96883 0.47347
C -1.63890 -4.70396 -0.61109
C -1.00859 -5.90757 -0.86028
C 0.04701 -6.36721 -0.05968
C 0.50470 -5.64036 1.02159
C -0.13159 -4.42978 1.27047
H -2.31404 -3.91153 5.75689
H -1.84028 -5.10621 4.55125
H -1.87389 -3.39049 4.14480
H -0.06125 -4.58372 6.30662
H 0.04383 -2.95736 5.67619
H 0.56720 -5.45757 3.99514
H 1.81172 -4.62739 4.90414
H 2.05870 -3.86216 2.70233
H 1.33615 -2.51952 3.59698
H -2.81515 -2.20937 -0.55235
H -2.34235 -0.87201 0.48154
H -4.62785 -1.31684 0.87494
H -3.76543 -1.77760 2.32265
H -4.52160 -3.85402 0.21198
H -5.68476 -3.31033 1.39045
H -3.04105 -4.67774 2.12834
H -4.64538 -5.39157 2.17577
H -4.24293 -4.06565 3.26197
H -2.45783 -4.36111 -1.22745
H -1.33906 -6.51446 -1.69193
H 0.51173 -7.31457 -0.29473
H 1.32086 -5.99417 1.63558
```

Molecular weight = 1160.1 Da
ΔE to the lowest compared entry with this formula, charge and spin = 10.0 kJ/mol
2S+1 = 5
Strongest force on any atom = 0.214 eV/Å
Highest occupied orbital energy (alpha / beta) = -10.6 / -11.0 eV
HOMO-LUMO gap (alpha / beta) = 8.32 / 6.91 eV
Total charge = +1